# 1
{"formula": "C31H33ClMnN7O6", "method": "ωB97M-V/def2-TZVPD", "elements": ["Mn", "Cl", "O", "O", "O", "O", "N", "C", "C", "C", "C", "C", "H", "H", "H", "H", "H", "N", "C", "C", "C", "C", "C", "H", "H", "H", "H", "H", "N", "C", "C", "C", "C", "C", "H", "H", "H", "H", "H", "N", "C", "C", "C", "C", "C", "H", "H", "H", "H", "H", "N", "C", "C", "C", "C", "C", "H", "H", "H", "H", "H", "N", "C", "C", "C", "C", "C", "H", "H", "H", "H", "H", "C", "N", "O", "O", "H", "H", "H"], "xyz": [[0.8224, 2.8256, 2.6141], [-1.4416, 1.2536, 0.1599], [-2.5055, 0.3403, 0.1557], [-0.9109, 1.4329, 1.5430], [-0.3657, 0.8089, -0.6904], [-1.7996, 2.4913, -0.3977], [-0.9780, -3.8072, 2.9386], [-1.7196, -4.8970, 2.6201], [-2.9373, -4.8463, 1.9444], [-3.5956, -3.5841, 1.8081], [-2.9821, -2.4435, 2.2385], [-1.6173, -2.5863, 2.7048], [-1.2528, -5.8619, 2.7526], [-3.4381, -5.7414, 1.6061], [-4.5631, -3.7051, 1.3436], [-3.4619, -1.4892, 2.0786], [-1.0262, -1.7267, 2.9841], [2.3697, 2.5329, 1.1168], [2.6543, 1.3295, 0.4421], [3.5408, 1.1954, -0.6407], [4.1819, 2.3505, -1.1275], [4.0148, 3.5719, -0.5038], [3.1044, 3.5977, 0.5980], [2.1680, 0.4171, 0.7540], [3.8058, 0.3101, -1.1997], [4.8336, 2.2111, -1.9773], [4.5231, 4.4706, -0.8203], [2.8752, 4.5837, 0.9741], [-0.6144, 3.3798, 4.2155], [-0.1764, 3.3318, 5.4797], [-1.0307, 3.6797, 6.5148], [-2.3491, 4.0420, 6.2643], [-2.8461, 3.9329, 4.9941], [-1.9504, 3.6743, 3.9721], [0.7644, 2.8537, 5.7093], [-0.5768, 3.7049, 7.4945], [-3.0760, 4.2019, 7.0469], [-3.8888, 4.1222, 4.7857], [-2.3489, 3.4994, 2.9836], [0.6652, 4.7759, -3.3047], [1.0574, 4.6451, -4.6424], [1.6230, 3.4837, -5.2404], [1.8639, 2.3928, -4.4388], [1.4661, 2.4372, -3.1316], [0.8937, 3.5798, -2.6243], [0.9201, 5.4200, -5.3822], [1.8400, 3.4993, -6.2982], [2.3102, 1.5030, -4.8577], [1.5198, 1.5308, -2.5468], [0.6649, 3.6074, -1.5692], [-0.6712, -3.7071, -0.8189], [-0.9024, -4.9745, -0.8460], [-1.7330, -5.5686, -1.7523], [-2.3195, -4.7528, -2.7370], [-2.0556, -3.4025, -2.7526], [-1.2530, -2.9282, -1.7664], [-0.2679, -5.6072, -0.2431], [-1.7876, -6.6463, -1.7948], [-2.9013, -5.2332, -3.5097], [-2.5364, -2.7438, -3.4606], [-1.0240, -1.8750, -1.8349], [2.0088, -3.0938, 2.0378], [1.3936, -2.3327, 1.0529], [2.0039, -2.1053, -0.2001], [3.2952, -2.5475, -0.4868], [3.9592, -3.2004, 0.5387], [3.3170, -3.4953, 1.7227], [0.3702, -1.9944, 1.1215], [1.4049, -1.5797, -0.9291], [3.8501, -2.2711, -1.3711], [4.9505, -3.5995, 0.3821], [3.6950, -4.2024, 2.4461], [-2.4986, 0.6685, -3.4337], [-1.2628, 1.0049, -4.0963], [-1.1650, 1.9762, -4.8617], [-0.3822, 0.1018, -4.0594], [-2.3001, 0.2320, -2.4548], [-3.0817, 0.0108, -4.0784], [-3.1357, 1.5353, -3.2581]], "s2": 12.027, "homo_ev": [-4.4, -8.8], "e_lumo_ev": [-1.1, -2.0], "spin_multiplicity": 7, "orbital_gap_ev": [3.3, 6.7], "mol_weight_g_mol": 690.04}

=====

# 2
{"formula": "C25H20Cl8N5O5S2Zr", "method": "ωB97M-V/def2-TZVPD", "elements": ["Zr", "C", "C", "N", "C", "S", "N", "N", "C", "C", "C", "C", "C", "C", "C", "N", "H", "H", "H", "H", "H", "H", "H", "H", "H", "H", "H", "H", "H", "Cl", "C", "C", "C", "Cl", "C", "Cl", "C", "Cl", "C", "Cl", "O", "N", "C", "C", "C", "C", "C", "S", "H", "H", "H", "H", "C", "C", "O", "O", "H", "H", "H", "Cl", "C", "Cl", "Cl", "C", "O", "O"], "xyz": [[0.5344, 0.8374, 0.3773], [-4.5955, 0.6211, -3.2507], [-4.3133, 1.9965, -2.5886], [-2.8973, 2.2687, -2.5807], [-2.0714, 2.0521, -1.5430], [-0.4038, 2.5222, -1.6547], [-2.6964, 1.3681, -0.4846], [-1.9127, 0.5779, 0.2014], [-2.5157, -0.2938, 0.9718], [-3.9458, -0.1353, 1.4157], [-1.7527, -1.3861, 1.4593], [-2.3075, -2.5810, 1.9504], [-1.5407, -3.4727, 2.6795], [-0.1777, -3.1101, 2.8486], [0.2984, -1.9067, 2.3333], [-0.4391, -1.1447, 1.5682], [-5.5363, 0.2630, -2.8457], [-4.7054, 0.6924, -4.3282], [-3.7999, -0.1327, -3.0307], [-4.8142, 2.7702, -3.1999], [-4.6539, 1.9902, -1.5543], [-2.5007, 2.6221, -3.4457], [-4.0338, 0.8857, 1.9204], [-4.6525, -0.0540, 0.5158], [-4.1618, -0.9129, 2.1212], [-3.3753, -2.7779, 1.8013], [-1.9627, -4.3738, 3.1703], [0.4718, -3.8146, 3.4028], [1.2934, -1.5683, 2.5554], [1.2215, -3.4209, -0.1093], [2.6475, -2.4848, 0.1626], [2.6535, -1.1239, 0.4469], [3.8895, -0.5577, 0.7878], [4.0801, 1.1497, 0.9632], [5.0911, -1.2843, 0.9788], [6.4044, -0.6828, 1.8382], [5.0564, -2.6419, 0.5806], [6.4115, -3.7710, 0.7379], [3.9018, -3.1622, 0.0194], [4.0247, -4.5000, -1.0330], [-0.1799, -0.6455, -1.0109], [0.4356, -0.9406, -2.1811], [-0.1413, -1.7806, -3.0957], [0.5662, -2.1556, -4.2169], [1.8213, -1.6155, -4.4525], [2.4217, -0.8014, -3.5170], [1.6464, -0.3229, -2.4475], [2.1483, 1.1081, -1.7598], [-1.0007, -2.3025, -2.7380], [0.1599, -2.9492, -4.8004], [2.2983, -1.7573, -5.4392], [3.4892, -0.5975, -3.5493], [0.2690, 1.7302, 4.5629], [0.2328, 1.5437, 3.0760], [1.2798, 1.0103, 2.4352], [-0.8103, 1.7091, 2.3713], [1.0707, 1.1752, 5.0333], [-0.6511, 1.2426, 4.9393], [0.1724, 2.7822, 4.8617], [3.0439, 6.0163, 1.7192], [1.6932, 5.0811, 1.0886], [0.9339, 5.9305, -0.3245], [0.3930, 4.9567, 2.2844], [2.1223, 3.7361, 0.4788], [3.2296, 3.6087, -0.0503], [1.1422, 2.9146, 0.5735]], "s2": 0.791, "homo_ev": [0.9, -1.2], "e_lumo_ev": [4.2, 4.2], "total_charge": -2, "spin_multiplicity": 2, "orbital_gap_ev": [3.3, 5.3], "mol_weight_g_mol": 909.45, "de_lowest_kj_mol": 0.00}

=====

# 3
{"formula": "C11H19CeN3O6P", "method": "ωB97M-V/def2-TZVPD", "elements": ["O", "C", "Ce", "O", "C", "C", "O", "C", "O", "C", "O", "H", "C", "N", "C", "P", "O", "N", "C", "C", "N", "C", "C", "H", "H", "H", "H", "H", "H", "H", "H", "H", "H", "H", "H", "H", "H", "H", "H", "H", "H"], "xyz": [[1.9641, -3.4874, -2.7872], [1.0808, -3.2067, -2.1002], [-0.7857, -2.4034, -0.3660], [-1.8839, -0.3583, -3.2483], [-1.5258, -1.0276, -2.3691], [-3.1331, -2.0499, 0.5534], [-4.1727, -1.9025, 1.0445], [-0.5309, -4.4961, 0.5480], [-1.2026, -4.6989, 1.5412], [-2.0083, -4.1958, -1.7304], [-2.6011, -4.9474, -2.3843], [0.4929, -4.9560, 0.3311], [0.6030, 2.3155, -1.8536], [0.8125, 1.0073, -1.2193], [1.9595, 0.2696, -1.8036], [0.4558, 0.7327, 0.3547], [0.4477, -0.8076, 0.5282], [1.6110, 1.3020, 1.3717], [1.8999, 0.6415, 2.6554], [2.1470, 2.6654, 1.2553], [-1.0345, 1.3156, 0.7592], [-2.1660, 1.3882, -0.1822], [-1.4821, 1.0417, 2.1413], [0.3103, 2.1408, -2.8998], [1.5394, 2.8945, -1.8280], [-0.1885, 2.8835, -1.3544], [1.9177, -0.8069, -1.5840], [1.9171, 0.4098, -2.8929], [2.9115, 0.6728, -1.4150], [1.6012, -0.4127, 2.6352], [2.9816, 0.7008, 2.8315], [1.3936, 1.1440, 3.4966], [2.5071, 2.8555, 0.2349], [1.3949, 3.4312, 1.5115], [2.9959, 2.7429, 1.9454], [-2.6787, 0.4190, -0.2620], [-2.8667, 2.1179, 0.2482], [-1.8546, 1.7171, -1.1766], [-1.7372, -0.0190, 2.2828], [-0.7153, 1.3178, 2.8738], [-2.3770, 1.6487, 2.3131]], "homo_ev": [-18.3, -18.3], "e_lumo_ev": [-13.4, -13.4], "total_charge": 3, "orbital_gap_ev": [4.9, 4.9], "mol_weight_g_mol": 460.38, "de_lowest_kj_mol": 0.00}

=====

# 4
{"formula": "CH3NOP2", "method": "ωB97M-V/def2-TZVPD", "elements": ["O", "C", "P", "N", "P", "H", "H", "H"], "xyz": [[3.0742, 0.6748, -0.1233], [1.8931, 0.5503, -0.0733], [0.9674, -0.8533, -0.7713], [-0.3767, -0.3096, 0.0118], [-1.8875, -0.9956, 0.3415], [1.3418, 1.3742, 0.4920], [-2.4369, 0.1694, 1.0621], [-2.5755, -0.6102, -0.9397]], "homo_ev": -9.1, "e_lumo_ev": -1.6, "orbital_gap_ev": 7.5, "mol_weight_g_mol": 106.99, "de_lowest_kj_mol": 34.33, "smiles": "O=C/P=N/P"}